(1)
The molecule C5H8N2 at a distorted geometry, computed with the ωB97M-V functional and the def2-TZVPD basis.

Bonds (Å) are listed after each position.
Element x y z (Å)
1 C -0.1944 -1.4530 0.2205  C2 1.524, H8 1.093, H9 1.097, H10 1.098
2 C 0.3230 -0.0609 -0.1193  C1 1.524, C3 1.532, C6 1.480, N7 1.467
3 C -0.6530 0.8488 -0.8730  C2 1.532, C4 1.410, H11 1.078
4 C -2.0049 0.7760 -0.4792  C3 1.410, N5 1.183, H12 1.299
5 N -2.9453 0.4784 0.1742  C4 1.183
6 C 1.3334 0.5613 0.7650  C2 1.480, N7 1.456, H13 1.086, H14 1.085
7 N 1.7181 0.0757 -0.5522  C2 1.467, C6 1.456, H15 1.020
8 H -1.1775 -1.3886 0.6945  C1 1.093
9 H -0.2955 -2.0842 -0.6706  C1 1.097
10 H 0.4840 -1.9590 0.9195  C1 1.098
11 H -0.2485 1.4034 -1.7043  C3 1.078
12 H -1.5095 1.9753 -0.4208  C4 1.299
13 H 1.6248 0.0017 1.6494  C6 1.086
14 H 1.3391 1.6416 0.8701  C6 1.085
15 H 2.2063 -0.8165 -0.4740  N7 1.020

The total charge is 0. Its molar mass is 96.13 g/mol. The energy relative to the best compared isomer or geometry (same formula, charge and spin) is 465.32 kJ/mol. The spin multiplicity is 1. Its frontier orbital gap is 9.010 eV. As for the largest force on an atom: 0.0473 Eh/bohr.

Listed below, in e, are the Mulliken charges computed for each atom: number 1, C, carries -1.40; number 2, C, carries 1.27; number 3, C, carries -0.83; number 4, C, carries 0.22; number 5, N, carries -0.55; number 6, C, carries -0.65; number 7, N, carries -0.69; number 8, H, carries 0.41; number 9, H, carries 0.30; number 10, H, carries 0.37; number 11, H, carries 0.50; number 12, H, carries 0.20; number 13, H, carries 0.27; number 14, H, carries 0.28; number 15, H, carries 0.29


(2)
The molecule C5H8N2, computed with the ωB97M-V functional and the def2-TZVPD basis.

Bonds (Å) are listed after each position.
Element x y z (Å)
1 C -2.3633 -0.2796 0.0860  C2 1.517, H8 1.094, H9 1.092, H10 1.095
2 C -0.9432 0.2332 -0.0585  C1 1.517, C3 1.401, C7 1.358
3 C -0.8501 1.4648 -0.7200  C2 1.401, H11 1.107
4 N 1.4761 1.2698 -0.3152  C5 1.299, H12 1.027
5 C 1.4246 0.0267 0.0583  N4 1.299, N6 1.389, C7 1.435
6 N 2.4932 -0.8411 0.2467  C5 1.389, H13 1.011, H14 1.010
7 C 0.1233 -0.5203 0.3150  C2 1.358, C5 1.435, H15 1.080
8 H -2.5596 -1.0195 -0.6955  C1 1.094
9 H -2.4654 -0.7578 1.0629  C1 1.092
10 H -3.1232 0.5040 -0.0010  C1 1.095
11 H -1.3019 2.2901 -0.1367  C3 1.107
12 H 2.4206 1.5484 -0.6061  N4 1.027
13 H 2.2676 -1.8209 0.1376  N6 1.011
14 H 3.3965 -0.6020 -0.1371  N6 1.010
15 H 0.0048 -1.4957 0.7636  C7 1.080

The total charge is 0. Its molar mass is 96.13 g/mol. The energy relative to the best compared isomer or geometry (same formula, charge and spin) is 355.63 kJ/mol. The spin multiplicity is 1. Its frontier orbital gap is 8.084 eV. As for the largest force on an atom: 0.0146 Eh/bohr.

Listed below, in e, are the Mulliken charges computed for each atom: number 1, C, carries -1.28; number 2, C, carries 0.84; number 3, C, carries -0.54; number 4, N, carries -0.55; number 5, C, carries 0.51; number 6, N, carries -0.48; number 7, C, carries -0.65; number 8, H, carries 0.28; number 9, H, carries 0.33; number 10, H, carries 0.38; number 11, H, carries 0.22; number 12, H, carries 0.20; number 13, H, carries 0.22; number 14, H, carries 0.23; number 15, H, carries 0.31


(3)
The molecule C5H8N2, computed with the ωB97M-V functional and the def2-TZVPD basis.

Bonds (Å) are listed after each position.
Element x y z (Å)
1 C 2.5337 0.9060 -0.1424  N2 1.441, H8 1.095, H9 1.102, H10 1.096
2 N 1.3042 0.1604 -0.0426  C1 1.441, C7 1.265
3 C -1.0332 -2.5130 0.3721  C4 1.303, H11 1.088, H12 1.088
4 C -1.1011 -1.2206 0.2244  C3 1.303, C5 1.315
5 C -1.0942 0.0830 0.0495  C4 1.315, N6 1.419, C7 1.485
6 N -2.2433 0.9140 0.1015  C5 1.419, H13 1.013, H14 1.015
7 C 0.2055 0.7841 -0.1047  N2 1.265, C5 1.485, H15 1.104
8 H 3.1682 0.4480 -0.9086  C1 1.095
9 H 2.3975 1.9745 -0.3751  C1 1.102
10 H 3.0693 0.8183 0.8100  C1 1.096
11 H -0.8765 -2.9828 1.3413  C3 1.088
12 H -1.1081 -3.1707 -0.4912  C3 1.088
13 H -3.0936 0.3627 0.0943  N6 1.013
14 H -2.2719 1.5587 -0.6817  N6 1.015
15 H 0.1435 1.8774 -0.2468  C7 1.104

The total charge is 0. Its molar mass is 96.13 g/mol. The energy relative to the best compared isomer or geometry (same formula, charge and spin) is 237.31 kJ/mol. The spin multiplicity is 1. Its frontier orbital gap is 9.301 eV. As for the largest force on an atom: 0.0090 Eh/bohr.

Listed below, in e, are the Mulliken charges computed for each atom: number 1, C, carries -0.66; number 2, N, carries -0.27; number 3, C, carries -0.83; number 4, C, carries 0.16; number 5, C, carries 0.51; number 6, N, carries -0.61; number 7, C, carries -0.29; number 8, H, carries 0.23; number 9, H, carries 0.30; number 10, H, carries 0.23; number 11, H, carries 0.23; number 12, H, carries 0.23; number 13, H, carries 0.28; number 14, H, carries 0.24; number 15, H, carries 0.25


Q: spin multiplicity of number 1 (C5H8N2)?
A: 1